{"formula": "C80H180F6N3O7P3", "method": "ωB97M-V with the def2-TZVPD basis set", "elements": ["C", "C", "N", "C", "C", "C", "C", "C", "O", "C", "H", "H", "H", "H", "H", "H", "H", "H", "H", "H", "H", "H", "H", "H", "H", "H", "H", "H", "H", "H", "C", "C", "N", "C", "C", "C", "C", "C", "O", "C", "H", "H", "H", "H", "H", "H", "H", "H", "H", "H", "H", "H", "H", "H", "H", "H", "H", "H", "H", "H", "C", "C", "N", "C", "C", "C", "C", "C", "O", "C", "H", "H", "H", "H", "H", "H", "H", "H", "H", "H", "H", "H", "H", "H", "H", "H", "H", "H", "H", "H", "C", "C", "C", "C", "P", "C", "C", "C", "C", "C", "C", "C", "C", "C", "C", "C", "C", "H", "H", "H", "H", "H", "H", "H", "H", "H", "H", "H", "H", "H", "H", "H", "H", "H", "H", "H", "H", "H", "H", "H", "H", "H", "H", "H", "H", "H", "H", "H", "H", "H", "H", "H", "H", "C", "C", "C", "C", "P", "C", "C", "C", "C", "C", "C", "C", "C", "C", "C", "C", "C", "H", "H", "H", "H", "H", "H", "H", "H", "H", "H", "H", "H", "H", "H", "H", "H", "H", "H", "H", "H", "H", "H", "H", "H", "H", "H", "H", "H", "H", "H", "H", "H", "H", "H", "H", "H", "C", "C", "C", "C", "P", "C", "C", "C", "C", "C", "C", "C", "C", "C", "C", "C", "C", "H", "H", "H", "H", "H", "H", "H", "H", "H", "H", "H", "H", "H", "H", "H", "H", "H", "H", "H", "H", "H", "H", "H", "H", "H", "H", "H", "H", "H", "H", "H", "H", "H", "H", "H", "H", "C", "O", "O", "C", "F", "F", "F", "C", "C", "H", "H", "H", "H", "H", "H", "C", "O", "O", "C", "F", "F", "F", "C", "C", "H", "H", "H", "H", "H", "H"], "coordinates": [[23.53, 24.52, 13.84], [24.47, 23.44, 13.29], [23.70, 22.58, 12.27], [23.46, 23.46, 11.07], [24.68, 21.42, 11.80], [25.34, 20.57, 12.93], [22.39, 21.98, 12.83], [21.97, 20.68, 12.04], [21.94, 20.93, 10.70], [20.86, 20.31, 9.94], [22.77, 24.10, 14.46], [23.13, 25.19, 13.02], [24.07, 25.15, 14.53], [24.75, 22.85, 14.20], [25.36, 23.82, 12.86], [24.35, 24.03, 10.73], [22.70, 24.20, 11.25], [23.21, 22.79, 10.25], [25.35, 21.95, 11.13], [24.04, 20.85, 11.13], [25.81, 19.67, 12.45], [24.73, 20.15, 13.68], [26.11, 21.12, 13.50], [21.66, 22.76, 12.81], [22.53, 21.83, 13.91], [20.98, 20.50, 12.45], [22.58, 19.85, 12.29], [21.29, 20.28, 8.97], [20.02, 21.00, 9.97], [20.60, 19.34, 10.40], [17.41, 11.03, 16.53], [18.15, 10.25, 15.44], [18.78, 8.92, 15.82], [17.87, 8.06, 16.64], [19.02, 8.12, 14.54], [19.76, 6.79, 14.78], [20.08, 9.11, 16.57], [21.06, 10.02, 15.94], [21.56, 9.41, 14.74], [22.74, 9.93, 14.24], [17.09, 11.98, 16.04], [18.05, 11.20, 17.40], [16.52, 10.41, 16.80], [18.94, 10.84, 15.01], [17.53, 10.04, 14.56], [16.92, 7.84, 16.07], [17.76, 8.53, 17.64], [18.27, 7.03, 16.76], [19.58, 8.69, 13.82], [18.00, 7.83, 14.21], [19.79, 6.37, 15.76], [20.76, 6.98, 14.48], [19.44, 6.05, 14.08], [20.61, 8.17, 16.65], [19.77, 9.47, 17.54], [21.82, 10.25, 16.67], [20.66, 11.03, 15.63], [23.03, 9.22, 13.51], [23.53, 9.95, 15.00], [22.48, 10.88, 13.71], [18.16, 18.46, 13.39], [17.40, 17.21, 12.95], [15.86, 17.46, 12.75], [15.20, 16.20, 12.40], [15.37, 17.92, 14.14], [15.43, 16.86, 15.26], [15.60, 18.54, 11.75], [14.15, 18.57, 11.24], [13.11, 18.45, 12.25], [11.87, 18.36, 11.59], [18.26, 18.72, 14.48], [17.78, 19.32, 12.83], [19.18, 18.37, 13.00], [17.50, 16.48, 13.72], [17.86, 16.88, 12.03], [15.51, 15.87, 11.42], [14.09, 16.35, 12.38], [15.44, 15.44, 13.15], [14.29, 18.12, 14.00], [15.86, 18.83, 14.38], [15.41, 17.39, 16.19], [16.36, 16.30, 15.21], [14.62, 16.07, 15.33], [16.28, 18.44, 10.91], [15.86, 19.44, 12.29], [13.94, 17.78, 10.54], [13.98, 19.50, 10.70], [11.03, 18.16, 12.33], [11.82, 17.52, 10.88], [11.72, 19.30, 10.99], [21.83, 20.58, 29.27], [22.60, 19.38, 28.90], [22.98, 19.32, 27.33], [24.34, 18.44, 27.10], [25.16, 18.70, 25.53], [25.64, 20.41, 25.30], [25.80, 21.25, 26.59], [26.18, 22.67, 26.33], [25.31, 23.44, 25.30], [26.56, 17.55, 25.62], [27.65, 17.71, 26.72], [28.33, 16.32, 26.95], [29.13, 16.37, 28.25], [24.20, 18.23, 24.13], [24.70, 18.76, 22.80], [23.68, 18.89, 21.68], [24.17, 19.54, 20.39], [21.03, 20.73, 28.51], [22.49, 21.45, 29.26], [21.38, 20.61, 30.30], [22.22, 18.46, 29.27], [23.55, 19.46, 29.41], [23.16, 20.37, 27.10], [22.23, 18.96, 26.65], [24.04, 17.38, 27.16], [25.02, 18.76, 27.89], [24.89, 20.81, 24.64], [26.51, 20.33, 24.71], [26.63, 20.97, 27.18], [24.91, 21.21, 27.23], [27.28, 22.77, 26.05], [26.21, 23.15, 27.28], [25.87, 24.26, 24.83], [24.40, 23.84, 25.75], [24.93, 22.85, 24.38], [27.03, 17.47, 24.63], [26.15, 16.61, 25.81], [27.14, 17.96, 27.64], [28.36, 18.48, 26.36], [28.96, 16.09, 26.12], [27.56, 15.58, 27.00], [29.89, 17.17, 28.24], [29.68, 15.42, 28.33], [28.47, 16.51, 29.15], [23.20, 18.58, 24.28], [24.16, 17.12, 24.19], [25.43, 18.04, 22.40], [25.23, 19.73, 22.93], [22.86, 19.53, 22.14], [23.19, 17.96, 21.51], [24.59, 20.55, 20.51], [23.24, 19.63, 19.79], [24.92, 18.88, 19.99], [11.65, 25.35, 22.54], [13.03, 24.78, 22.76], [13.28, 23.47, 22.03], [12.27, 22.30, 22.28], [12.08, 21.30, 20.81], [10.95, 22.06, 19.54], [11.35, 23.47, 18.96], [10.52, 23.76, 17.72], [10.72, 25.20, 17.22], [11.26, 19.79, 21.26], [10.95, 18.70, 20.25], [10.19, 17.48, 20.77], [9.91, 16.44, 19.64], [13.66, 20.83, 20.29], [13.75, 20.87, 18.77], [15.14, 20.33, 18.34], [15.34, 20.26, 16.87], [10.82, 24.76, 22.95], [11.42, 25.61, 21.51], [11.62, 26.31, 23.16], [13.27, 24.75, 23.81], [13.75, 25.49, 22.29], [14.35, 23.14, 22.15], [13.27, 23.67, 20.96], [11.31, 22.71, 22.62], [12.66, 21.59, 23.07], [10.00, 22.10, 20.21], [10.77, 21.40, 18.69], [12.48, 23.54, 18.93], [11.11, 24.22, 19.72], [9.47, 23.71, 17.98], [10.67, 23.01, 16.95], [11.73, 25.48, 16.91], [10.46, 25.85, 18.05], [10.03, 25.32, 16.36], [10.38, 20.19, 21.75], [11.92, 19.33, 22.05], [11.89, 18.39, 19.81], [10.38, 19.07, 19.38], [9.30, 17.88, 21.28], [10.76, 16.94, 21.52], [9.14, 16.81, 18.86], [9.42, 15.58, 20.15], [10.84, 16.17, 19.08], [13.84, 19.87, 20.76], [14.35, 21.52, 20.69], [13.56, 21.90, 18.39], [13.02, 20.24, 18.24], [15.29, 19.38, 18.85], [15.94, 21.00, 18.70], [15.03, 21.19, 16.42], [14.68, 19.54, 16.42], [16.38, 20.01, 16.62], [20.04, 20.66, 22.45], [18.87, 21.32, 21.73], [19.30, 22.70, 21.13], [18.14, 23.31, 20.42], [18.27, 24.94, 19.64], [19.81, 25.37, 18.98], [20.97, 25.54, 19.87], [22.27, 25.87, 19.22], [22.25, 27.29, 18.50], [17.28, 24.79, 18.17], [15.77, 24.49, 18.32], [14.88, 24.98, 17.11], [14.91, 24.04, 15.87], [17.85, 26.28, 20.80], [17.86, 27.67, 20.19], [18.80, 28.68, 20.95], [18.32, 29.06, 22.37], [20.28, 21.20, 23.39], [21.03, 20.74, 21.92], [19.75, 19.65, 22.75], [17.98, 21.36, 22.39], [18.49, 20.63, 20.91], [20.03, 22.43, 20.34], [19.72, 23.28, 21.94], [17.25, 23.43, 21.07], [17.91, 22.60, 19.60], [19.50, 26.31, 18.49], [20.00, 24.59, 18.22], [21.11, 24.64, 20.49], [20.71, 26.31, 20.59], [22.57, 25.05, 18.54], [22.99, 25.90, 20.08], [22.24, 28.14, 19.22], [21.46, 27.34, 17.74], [23.16, 27.52, 18.00], [17.86, 24.16, 17.52], [17.41, 25.81, 17.74], [15.34, 25.05, 19.10], [15.53, 23.43, 18.53], [15.31, 25.88, 16.81], [13.82, 25.09, 17.45], [15.91, 23.80, 15.57], [14.58, 24.58, 14.94], [14.25, 23.17, 16.04], [18.65, 26.20, 21.54], [16.91, 26.11, 21.21], [16.87, 28.15, 20.28], [18.11, 27.57, 19.10], [18.72, 29.70, 20.48], [19.83, 28.33, 20.89], [18.38, 28.19, 23.09], [17.37, 29.51, 22.33], [19.01, 29.80, 22.75], [19.85, 22.00, 16.73], [21.31, 22.04, 16.49], [19.38, 22.66, 17.76], [19.16, 22.44, 15.39], [19.02, 23.80, 15.32], [19.73, 22.16, 14.14], [17.96, 21.92, 15.40], [22.08, 21.32, 17.44], [23.58, 21.34, 17.01], [24.09, 21.75, 17.86], [24.00, 20.34, 16.62], [23.74, 22.16, 16.30], [21.65, 20.33, 17.58], [21.95, 21.81, 18.42], [19.56, 20.89, 16.83], [19.46, 14.07, 15.35], [19.00, 15.57, 15.46], [19.00, 13.26, 16.16], [19.16, 13.81, 13.84], [19.45, 12.46, 13.63], [17.93, 13.95, 13.39], [19.87, 14.63, 13.04], [19.33, 16.09, 16.70], [20.44, 17.10, 16.61], [20.26, 17.94, 15.89], [20.68, 17.48, 17.59], [21.34, 16.59, 16.32], [19.65, 15.29, 17.45], [18.40, 16.51, 17.11], [20.57, 14.16, 15.39]], "charge": 4, "total_energy_ev": -148817.8915, "multiplicity": 1, "orbital_gap_ev": 7.25, "homo_energy_ev": -12.9}